The following is a quantum chemistry calculation of a structure of composition C64H65N2OP2S3Tl, from OMol25.

```
138
Properties=species:S:1:pos:R:3:forces:R:3
Tl -0.2209 0.9487 0.4633 0.102 -0.037 0.138
C 1.9349 -1.2222 2.8290 -0.561 -0.007 -0.318
P 2.8127 -1.4897 1.2022 0.115 -0.132 0.455
C 4.3706 -0.5732 1.5805 0.045 0.029 -0.227
C 5.6458 -1.1131 1.7401 -0.014 0.028 0.037
C 6.7507 -0.2893 1.9187 0.088 -0.027 0.016
C 6.6053 1.0877 1.9248 0.039 0.019 -0.095
C 5.3483 1.6401 1.7170 0.090 0.079 0.027
C 4.2464 0.8218 1.5466 -0.018 -0.154 -0.033
C 3.3645 -3.2370 1.4697 -0.045 0.035 -0.138
C 4.0001 -3.7192 2.6127 -0.062 -0.062 0.057
C 4.4408 -5.0322 2.6818 0.071 -0.048 0.059
C 4.2451 -5.8962 1.6119 -0.050 0.047 -0.060
C 3.5771 -5.4420 0.4845 0.057 -0.110 -0.011
C 3.1438 -4.1249 0.4194 -0.018 0.080 0.010
C 0.5257 -1.7540 2.6812 -0.095 0.088 -0.609
C -0.2409 -2.5164 3.5450 0.109 -0.039 0.371
C -1.4379 -2.8187 2.8586 -0.365 -0.107 0.018
C -1.3478 -2.2250 1.6121 0.678 0.038 -0.139
C -2.2806 -2.3294 0.4269 0.732 0.176 0.173
P -1.3488 -3.1780 -0.9584 -0.194 -0.008 0.149
C -2.1760 -2.5592 -2.4749 0.381 0.285 0.032
C -2.4106 -3.3815 -3.5773 -0.074 -0.025 -0.179
C -2.7798 -2.8397 -4.7986 -0.031 -0.284 0.052
C -2.9389 -1.4689 -4.9374 0.053 0.357 0.111
C -2.6902 -0.6380 -3.8560 0.972 -0.251 -1.087
C -2.2873 -1.1787 -2.6458 1.494 -0.855 -0.361
C -2.1281 -4.8348 -0.7594 0.163 -0.062 0.030
C -1.3549 -5.8121 -0.1333 -0.035 0.048 -0.080
C -1.8822 -7.0653 0.1468 -0.058 -0.091 0.031
C -3.1934 -7.3577 -0.1977 0.035 -0.011 0.011
C -3.9776 -6.3871 -0.8103 -0.071 -0.037 -0.007
C -3.4510 -5.1352 -1.0851 0.039 -0.030 0.034
N -0.1355 -1.5772 1.4909 -0.538 -0.166 0.071
H 1.9392 -0.1434 3.0268 0.082 -0.006 -0.003
H 2.4637 -1.7309 3.6373 -0.020 0.117 0.054
H 5.7908 -2.1851 1.7204 -0.026 -0.007 -0.004
H 7.7362 -0.7270 2.0412 -0.040 -0.021 0.014
H 7.4687 1.7301 2.0547 -0.009 -0.009 -0.008
H 5.2395 2.7163 1.6672 -0.013 -0.059 0.004
H 3.2679 1.2493 1.3443 0.028 0.075 -0.041
H 4.1608 -3.0654 3.4622 0.025 0.034 -0.042
H 4.9509 -5.3874 3.5705 -0.026 0.032 0.013
H 4.6094 -6.9159 1.6581 -0.036 -0.003 0.023
H 3.4010 -6.1121 -0.3492 -0.015 0.021 0.008
H 2.6127 -3.7660 -0.4525 -0.022 0.011 -0.106
H 0.0112 -2.8269 4.5506 0.105 0.009 -0.003
H -2.2768 -3.3822 3.2451 -0.011 -0.059 -0.047
H -2.5760 -1.3280 0.0993 -0.071 -0.079 -0.035
H -3.1684 -2.9137 0.6663 -0.070 0.101 0.049
H -2.2751 -4.4530 -3.4818 -0.018 0.005 -0.037
H -2.9251 -3.4881 -5.6557 -0.056 -0.027 0.036
H -3.2420 -1.0499 -5.8894 0.028 0.027 0.010
H -2.7917 0.4354 -3.9543 -0.048 0.037 -0.011
H -2.0412 -0.5167 -1.8249 0.046 0.072 0.084
H -0.3332 -5.5718 0.1402 -0.010 -0.023 0.008
H -1.2741 -7.8152 0.6395 0.021 0.027 -0.005
H -3.6070 -8.3368 0.0146 -0.005 0.009 0.010
H -5.0095 -6.6089 -1.0593 0.012 0.018 -0.031
H -4.0670 -4.3761 -1.5532 -0.021 -0.012 0.006
C -1.6695 3.1371 4.5142 0.079 0.080 -0.085
C -0.7027 3.6297 3.4648 0.127 0.025 -0.033
C -1.1713 4.1563 2.2583 0.129 0.048 0.042
C -2.6398 4.4447 2.0895 0.063 -0.079 -0.038
C -0.2709 4.4099 1.2212 -0.029 0.123 0.171
C -0.8102 4.8421 -0.1222 0.097 -0.068 0.075
C 1.1095 4.2693 1.4268 0.018 0.079 0.001
C 2.0287 4.5390 0.2576 -0.076 -0.106 0.089
C 1.5832 3.8734 2.6836 0.005 0.016 -0.001
C 3.0578 3.7617 3.0005 -0.174 0.003 -0.040
C 0.6713 3.5271 3.6887 -0.093 -0.023 -0.005
C 1.1499 3.0155 5.0280 -0.044 0.028 -0.145
H -1.7795 3.8544 5.3356 -0.038 -0.040 0.032
H -1.3130 2.1947 4.9303 -0.053 0.001 0.060
H -2.6471 2.9463 4.0833 -0.066 -0.030 0.019
H -2.8119 5.2190 1.3441 -0.004 0.010 0.003
H -3.0765 4.7836 3.0292 -0.034 -0.009 -0.018
H -3.1687 3.5468 1.7701 -0.195 -0.097 -0.039
H -1.7264 4.2968 -0.3509 -0.028 0.032 -0.062
H -0.1000 4.6478 -0.9208 -0.022 0.008 -0.024
H -1.0331 5.9147 -0.1286 -0.060 -0.005 -0.050
H 3.0797 4.5017 0.5233 0.029 -0.006 -0.037
H 1.8345 5.5222 -0.1765 0.004 -0.022 -0.061
H 1.8729 3.7819 -0.5173 0.030 0.021 -0.030
H 3.6851 4.1529 2.2081 0.009 -0.013 -0.013
H 3.3373 2.7181 3.1622 0.043 0.114 0.097
H 3.3040 4.3220 3.9049 0.025 -0.021 0.014
H 1.1822 1.9216 5.0246 0.024 -0.015 0.083
H 0.4745 3.3297 5.8226 0.013 -0.059 0.054
H 2.1444 3.3780 5.2759 0.016 -0.042 0.006
C -4.8558 -0.3391 -2.1098 -0.533 0.406 0.482
N -5.1778 1.0764 -2.1790 -0.052 -0.017 0.062
C -6.5793 1.2789 -1.8830 0.054 0.046 -0.107
C -4.2476 1.8964 -1.3763 -0.217 -0.064 -0.108
C -4.1649 1.5662 0.1028 0.318 0.104 -0.218
C -5.2608 1.8847 0.9102 -0.007 0.048 0.162
C -5.2880 1.5150 2.2471 0.007 0.045 -0.017
C -4.1907 0.8469 2.7742 -0.046 0.092 0.127
C -3.0773 0.6175 1.9766 0.292 -0.013 -0.108
C -2.9926 0.9622 0.6122 -0.283 -0.024 0.098
H -5.4570 -0.8757 -2.8500 0.072 -0.079 -0.050
H -5.0525 -0.7729 -1.1164 -0.070 -0.012 0.083
H -3.8048 -0.4824 -2.3424 -1.874 0.374 0.770
H -7.1751 0.7926 -2.6622 -0.010 0.016 0.004
H -6.8113 2.3466 -1.8885 -0.044 0.024 0.025
H -6.8884 0.8544 -0.9153 -0.014 0.036 0.006
H -4.5424 2.9424 -1.5340 0.012 -0.013 0.020
H -3.2554 1.7553 -1.8119 0.046 0.073 0.039
H -6.0973 2.4511 0.5107 0.004 -0.037 -0.072
H -6.1451 1.7568 2.8678 0.009 -0.010 -0.003
H -4.1975 0.5426 3.8176 0.050 -0.050 -0.023
H -2.2220 0.1215 2.4414 -0.047 0.033 0.079
O 1.3953 1.0443 -1.5773 0.116 -0.229 -0.327
C 1.8785 1.0664 -2.8401 0.112 0.254 0.166
C 3.3192 1.6333 -2.8294 -0.100 0.310 0.154
C 4.4735 0.9687 -2.5451 0.031 -0.058 -0.065
C 5.6095 1.8173 -2.4691 0.065 -0.047 0.150
C 5.3007 3.1246 -2.6690 -0.224 0.283 -0.088
S 3.6188 3.3293 -2.9704 0.168 -0.232 -0.005
C 2.0460 -0.3336 -3.4666 -0.136 0.095 -0.139
C 2.0756 -1.4739 -2.7380 -0.215 -0.065 0.239
C 2.4253 -2.6291 -3.4903 0.020 -0.149 0.042
C 2.6776 -2.3450 -4.7915 0.041 0.200 -0.254
S 2.4801 -0.6656 -5.1153 -0.066 -0.100 0.213
C 1.0092 2.0002 -3.7070 -0.014 -0.101 -0.229
C 0.0236 2.7858 -3.1976 -0.102 -0.080 0.150
C -0.6128 3.6148 -4.1604 -0.022 0.049 -0.049
C -0.0953 3.4507 -5.4048 0.184 -0.124 -0.178
S 1.1708 2.2822 -5.4108 -0.210 0.161 0.184
H 4.5054 -0.0996 -2.3822 -0.029 -0.013 -0.038
H 6.6075 1.4606 -2.2581 0.057 0.006 0.017
H 5.9505 3.9856 -2.6786 0.077 -0.053 0.030
H 1.8474 -1.4476 -1.6837 -0.027 -0.043 0.154
H 2.4847 -3.6279 -3.0774 -0.037 0.013 0.004
H 2.9435 -3.0111 -5.5973 -0.011 -0.064 0.049
H -0.2314 2.7324 -2.1495 0.035 -0.012 -0.010
H -1.4189 4.2998 -3.9348 -0.020 -0.024 0.015
H -0.3889 3.9289 -6.3262 -0.018 0.034 0.017
```
Positions in Å, forces in eV/Å.

Results
E_HOMO ... -1.73 eV
HOMO-LUMO gap ... 5.610 eV
Net charge ... -2